{
  "formula": "C30H32AsN3O2S3Ti",
  "method": "ωB97M-V with the def2-TZVPD basis set",
  "species": ["Ti", "C", "S", "C", "S", "N", "N", "C", "C", "C", "C", "C", "C", "N", "H", "H", "H", "H", "H", "H", "H", "H", "C", "O", "C", "C", "O", "C", "H", "H", "H", "H", "H", "H", "H", "H", "H", "H", "S", "C", "C", "C", "C", "C", "C", "As", "C", "C", "C", "C", "C", "C", "C", "C", "C", "C", "C", "C", "H", "H", "H", "H", "H", "H", "H", "H", "H", "H", "H", "H", "H", "H"],
  "positions_angstrom": [[0.50, 1.08, 1.02], [2.11, 3.50, -3.58], [0.40, 2.94, -3.52], [0.21, 2.39, -1.88], [1.49, 2.53, -0.72], [-0.99, 1.93, -1.65], [-1.13, 1.42, -0.40], [-2.31, 1.09, -0.02], [-2.44, 0.39, 1.25], [-3.65, -0.15, 1.66], [-3.69, -0.90, 2.82], [-2.52, -1.11, 3.53], [-1.35, -0.54, 3.06], [-1.30, 0.21, 1.96], [2.27, 3.83, -4.60], [2.27, 4.34, -2.90], [2.79, 2.69, -3.34], [-3.17, 1.27, -0.65], [-4.53, 0.01, 1.05], [-4.63, -1.34, 3.15], [-2.51, -1.72, 4.42], [-0.40, -0.70, 3.56], [-1.26, 4.04, 0.99], [-0.55, 3.05, 1.74], [-0.80, 3.14, 3.13], [0.34, 2.40, 3.85], [1.31, 1.96, 2.90], [2.43, 2.85, 2.75], [-1.01, 5.03, 1.37], [-2.34, 3.88, 1.07], [-0.95, 3.96, -0.04], [-1.77, 2.70, 3.37], [-0.83, 4.20, 3.41], [-0.03, 1.51, 4.36], [0.82, 3.03, 4.58], [2.91, 2.98, 3.72], [2.10, 3.81, 2.35], [3.12, 2.37, 2.06], [2.08, -0.46, 1.97], [2.32, -2.02, 1.16], [3.23, -2.92, 1.71], [3.43, -4.15, 1.10], [2.75, -4.49, -0.06], [1.86, -3.59, -0.62], [1.64, -2.36, 0.00], [0.48, -1.01, -0.69], [-1.25, -1.89, -0.80], [-1.54, -2.93, 0.07], [-2.81, -3.48, 0.10], [-3.80, -3.00, -0.75], [-3.51, -1.96, -1.62], [-2.24, -1.39, -1.64], [1.10, -0.86, -2.52], [2.34, -0.26, -2.70], [2.90, -0.17, -3.97], [2.21, -0.68, -5.06], [0.97, -1.28, -4.88], [0.42, -1.39, -3.61], [3.77, -2.66, 2.61], [4.14, -4.85, 1.53], [2.92, -5.45, -0.54], [1.33, -3.84, -1.53], [-0.77, -3.32, 0.73], [-3.03, -4.30, 0.77], [-4.79, -3.44, -0.74], [-4.28, -1.58, -2.29], [-2.03, -0.57, -2.32], [2.89, 0.13, -1.85], [3.87, 0.28, -4.10], [2.64, -0.60, -6.05], [0.44, -1.69, -5.73], [-0.53, -1.89, -3.49]],
  "lowdin_charge": [0.447, -0.411, 0.906, -1.074, 0.662, -0.068, -0.184, -0.091, -0.246, 0.008, -0.024, -0.021, -0.108, 0.028, 0.042, 0.030, 0.013, 0.148, 0.128, 0.122, 0.118, 0.102, -0.047, -0.318, -0.150, -0.130, -0.426, -0.059, 0.108, 0.106, 0.066, 0.132, 0.133, 0.119, 0.136, 0.108, 0.105, 0.080, 0.691, -0.642, -0.109, -0.068, -0.072, -0.089, -0.411, 1.335, -0.355, -0.094, -0.073, -0.077, -0.072, -0.140, -0.355, -0.133, -0.081, -0.070, -0.067, -0.091, 0.103, 0.110, 0.108, 0.114, 0.106, 0.110, 0.109, 0.112, 0.100, 0.091, 0.111, 0.109, 0.110, 0.092],
  "multiplicity": 2,
  "gap_ev": [6.84, 6.88],
  "homo_energy_ev": [-10.39, -10.47],
  "total_charge": 1,
  "s2": 0.76,
  "fmax_ev_per_a": 0.20
}



{
  "formula": "C30H32BF2NO10S3",
  "method": "ωB97M-V with the def2-TZVPD basis set",
  "species": ["C", "C", "C", "C", "C", "C", "C", "C", "C", "C", "S", "C", "C", "B", "O", "O", "C", "O", "C", "C", "C", "C", "C", "C", "N", "C", "O", "F", "C", "O", "F", "C", "O", "H", "H", "H", "H", "H", "H", "H", "H", "H", "H", "H", "H", "H", "H", "H", "H", "C", "C", "C", "S", "O", "O", "C", "H", "H", "H", "H", "H", "H", "H", "H", "C", "C", "C", "S", "O", "O", "C", "H", "H", "H", "H", "H", "H", "H", "H"],
  "positions_angstrom": [[3.63, -1.78, 2.02], [3.69, -0.63, 1.67], [3.76, 0.76, 1.25], [4.33, 1.68, 2.35], [3.37, 2.76, 2.87], [1.98, 2.24, 3.12], [0.99, 2.57, 2.22], [-0.31, 2.12, 2.38], [-0.65, 1.30, 3.45], [0.35, 0.99, 4.39], [0.03, 0.12, 5.91], [1.67, 1.46, 4.22], [2.73, 1.12, 5.22], [3.41, -0.33, 5.09], [4.68, -0.48, 5.61], [2.76, -1.43, 4.60], [-2.05, 0.80, 3.57], [-2.37, -0.04, 4.37], [-3.08, 1.33, 2.61], [-2.72, 2.18, 1.57], [-3.65, 2.67, 0.66], [-4.97, 2.32, 0.77], [-5.35, 1.47, 1.79], [-4.43, 0.99, 2.70], [-4.91, 0.11, 3.76], [-6.01, 0.62, 4.47], [-7.16, 0.45, 4.25], [-5.60, 1.39, 5.47], [-5.07, -1.25, 3.42], [-4.90, -2.16, 4.14], [-5.44, -1.42, 2.14], [-1.30, 2.58, 1.37], [-0.99, 3.29, 0.44], [3.57, -2.80, 2.29], [2.78, 1.07, 0.91], [4.41, 0.80, 0.37], [5.22, 2.17, 1.96], [4.69, 1.07, 3.18], [3.31, 3.54, 2.12], [3.81, 3.17, 3.77], [1.22, 3.21, 1.39], [-0.72, -0.86, 5.41], [3.52, 1.86, 5.22], [2.31, 1.14, 6.23], [5.36, -0.35, 4.94], [2.37, -1.24, 3.74], [-3.33, 3.33, -0.13], [-5.70, 2.69, 0.08], [-6.39, 1.19, 1.87], [-1.30, 1.45, -3.61], [-1.54, -0.06, -3.63], [-0.18, -0.74, -3.49], [0.87, 0.41, -2.58], [1.94, 0.84, -3.44], [1.15, -0.12, -1.27], [-0.34, 1.72, -2.46], [-2.23, 2.01, -3.49], [-0.84, 1.76, -4.55], [-2.18, -0.33, -2.78], [-2.04, -0.39, -4.53], [-0.23, -1.68, -2.93], [0.28, -0.91, -4.46], [0.17, 2.68, -2.51], [-0.83, 1.61, -1.49], [2.23, -3.39, -6.35], [1.63, -4.78, -6.11], [0.10, -4.63, -6.15], [-0.23, -3.23, -7.23], [-0.83, -2.18, -6.45], [-0.86, -3.69, -8.45], [1.48, -2.81, -7.54], [3.30, -3.45, -6.54], [2.08, -2.76, -5.47], [1.95, -5.47, -6.90], [1.95, -5.21, -5.16], [-0.40, -5.51, -6.55], [-0.31, -4.39, -5.17], [1.57, -1.73, -7.64], [1.77, -3.30, -8.48]],
  "lowdin_charge": [0.124, -0.111, -0.171, -0.153, -0.127, -0.159, 0.045, -0.073, -0.074, -0.403, 0.928, -0.187, -0.059, -0.676, 0.142, 0.135, -0.249, 0.071, 0.018, -0.072, 0.009, -0.026, 0.012, -0.116, 0.095, -0.482, 0.208, 0.170, -0.475, 0.223, 0.150, -0.278, 0.093, 0.051, 0.102, 0.122, 0.114, 0.091, 0.119, 0.114, 0.129, -0.097, 0.103, 0.090, 0.096, 0.067, 0.123, 0.115, 0.128, -0.210, -0.206, -0.225, 0.659, -0.323, -0.334, -0.232, 0.114, 0.121, 0.117, 0.109, 0.104, 0.080, 0.112, 0.086, -0.216, -0.210, -0.216, 0.664, -0.329, -0.317, -0.227, 0.117, 0.113, 0.117, 0.114, 0.102, 0.102, 0.109, 0.108],
  "multiplicity": 1,
  "gap_ev": 7.27,
  "homo_energy_ev": -8.64,
  "smiles": "C#CCCCc1cc2c(c(S)c1CB(O)O)C(=O)c1c(cccc1N(C(=O)F)C(=O)F)C2=O.O=S1(=O)CCCC1.O=S1(=O)CCCC1",
  "fmax_ev_per_a": 0.77
}



{
  "formula": "C30H32BrF4N5P2Rb",
  "method": "ωB97M-V with the def2-TZVPD basis set",
  "species": ["Rb", "C", "N", "C", "C", "N", "N", "C", "N", "N", "H", "H", "H", "H", "H", "H", "H", "H", "H", "H", "H", "F", "C", "C", "F", "C", "F", "C", "P", "C", "C", "C", "C", "C", "C", "C", "C", "C", "C", "C", "C", "C", "Br", "C", "F", "H", "H", "H", "H", "H", "H", "H", "H", "H", "H", "C", "P", "C", "C", "C", "C", "C", "C", "C", "H", "H", "H", "H", "H", "H", "H", "H", "H", "H", "H"],
  "positions_angstrom": [[-0.05, -0.27, -0.25], [5.43, -0.23, 0.28], [4.71, -0.10, 1.53], [5.45, 0.63, 2.55], [3.34, -0.20, 1.51], [2.60, -0.22, 0.47], [2.80, -0.37, 2.79], [1.50, -0.21, 3.23], [1.40, -0.38, 4.59], [0.51, 0.03, 2.45], [6.46, -0.48, 0.50], [5.42, 0.70, -0.31], [5.00, -1.04, -0.31], [6.25, 0.02, 2.97], [4.79, 0.96, 3.36], [5.90, 1.53, 2.12], [3.14, -0.02, -0.37], [3.46, -0.68, 3.48], [2.20, -0.28, 5.19], [0.51, -0.17, 5.02], [-0.34, 0.15, 2.98], [-4.41, 6.48, -0.11], [-4.13, 5.19, -0.08], [-5.15, 4.26, 0.08], [-6.40, 4.67, 0.21], [-4.84, 2.91, 0.11], [-5.86, 2.07, 0.27], [-3.54, 2.43, -0.02], [-3.16, 0.61, -0.02], [-4.08, 0.07, 1.46], [-4.08, 0.87, 2.60], [-4.67, 0.42, 3.77], [-5.24, -0.85, 3.82], [-5.20, -1.67, 2.70], [-4.61, -1.22, 1.53], [-4.17, 0.14, -1.49], [-5.50, -0.25, -1.48], [-6.14, -0.54, -2.68], [-5.46, -0.44, -3.89], [-4.13, -0.04, -3.90], [-3.49, 0.24, -2.70], [-2.54, 3.39, -0.19], [-0.72, 2.92, -0.42], [-2.83, 4.75, -0.21], [-1.86, 5.64, -0.37], [-3.64, 1.86, 2.57], [-4.68, 1.06, 4.64], [-5.70, -1.20, 4.73], [-5.64, -2.66, 2.74], [-4.57, -1.87, 0.66], [-6.05, -0.32, -0.56], [-7.18, -0.84, -2.67], [-5.96, -0.67, -4.82], [-3.59, 0.05, -4.83], [-2.44, 0.54, -2.71], [-0.58, -5.18, -0.64], [-0.19, -3.44, -0.17], [-0.74, -3.49, 1.59], [1.63, -3.59, -0.03], [2.30, -3.88, 1.16], [3.69, -3.97, 1.18], [4.42, -3.79, 0.01], [3.76, -3.51, -1.17], [2.38, -3.39, -1.19], [-0.12, -5.86, 0.08], [-0.20, -5.39, -1.64], [-1.66, -5.33, -0.64], [-0.48, -4.43, 2.07], [-1.82, -3.38, 1.61], [-0.29, -2.65, 2.13], [1.75, -4.03, 2.08], [4.20, -4.20, 2.11], [5.50, -3.87, 0.04], [4.33, -3.38, -2.09], [1.87, -3.16, -2.12]],
  "lowdin_charge": [0.632, -0.054, -0.163, -0.045, -0.447, 0.039, 0.136, -0.524, 0.147, 0.014, 0.097, 0.101, 0.070, 0.094, 0.082, 0.096, 0.043, 0.134, 0.098, 0.103, 0.049, 0.159, -0.131, -0.129, 0.152, -0.209, 0.118, -0.313, 1.013, -0.387, -0.098, -0.071, -0.075, -0.070, -0.107, -0.365, -0.088, -0.062, -0.069, -0.072, -0.109, -0.570, 0.782, -0.259, 0.089, 0.108, 0.109, 0.108, 0.110, 0.106, 0.100, 0.111, 0.110, 0.109, 0.092, -0.272, 0.807, -0.292, -0.420, -0.089, -0.076, -0.093, -0.089, -0.119, 0.048, 0.040, 0.040, 0.045, 0.034, 0.018, 0.096, 0.107, 0.109, 0.110, 0.103],
  "multiplicity": 1,
  "gap_ev": 8.80,
  "homo_energy_ev": -10.93,
  "total_charge": 1,
  "fmax_ev_per_a": 1.04
}